Molecular formula: C17H27NO2
Method: DFT, ωB97M-V/def2-TZVPD

Computed properties:
- SMILES: CCOc1cccc(OCCCCN2CCCCC2)c1
- HOMO level: -8.1 eV
- Kohn-Sham gap: 0.3323 Ha
- Relative energy (zero: lowest compared OMol25 entry of this formula, charge and spin): 120.1 kJ/mol

Geometry (Å):
C  5.60699  4.59913  -1.12695
C  4.67119  3.40249  -1.19917
O  3.63401  3.72217  -2.10465
C  2.65738  2.80585  -2.33643
C  2.59519  1.55242  -1.75083
C  1.54838  0.67800  -2.05218
C  0.56086  1.06806  -2.94632
C  0.63266  2.32499  -3.52906
C  1.66008  3.19246  -3.23633
H  1.71879  4.17046  -3.68520
H  -0.13633  2.62553  -4.22539
H  -0.25851  0.41669  -3.20298
O  1.62392  -0.52857  -1.42309
C  0.57180  -1.45984  -1.56374
C  -0.65355  -1.09779  -0.72360
H  -0.36478  -1.04527  0.32644
C  -1.76776  -2.12733  -0.87800
H  -1.37329  -3.12193  -0.66418
H  -2.13518  -2.13374  -1.90675
C  -2.93831  -1.81122  0.05594
N  -2.51859  -1.75059  1.44380
C  -2.36022  -3.06471  2.03831
C  -1.69997  -2.94812  3.40851
C  -2.54746  -2.07128  4.32258
C  -2.77064  -0.72564  3.64270
C  -3.39106  -0.93156  2.26390
H  -3.51711  0.03692  1.77271
H  -4.39167  -1.39127  2.37675
H  -1.81274  -0.21748  3.52187
H  -3.42411  -0.09265  4.24565
H  -2.05341  -1.93452  5.28627
H  -3.51120  -2.55457  4.50249
H  -0.71423  -2.49683  3.28544
H  -1.57298  -3.94339  3.83841
H  -1.73303  -3.67241  1.38374
H  -3.33778  -3.57490  2.14259
H  -3.74278  -2.55341  -0.09655
H  -3.33645  -0.83036  -0.21704
H  -1.01926  -0.11181  -1.01597
H  0.29832  -1.58190  -2.61987
H  0.99576  -2.40502  -1.21146
H  3.33933  1.20447  -1.05359
H  5.21633  2.51444  -1.54828
H  4.25168  3.18803  -0.20638
H  5.06298  5.47491  -0.78392
H  6.42139  4.39133  -0.43866
H  6.01535  4.80976  -2.11154